Run i
Below is C9H14N2O5 in the gas phase, with properties calculated with the ωB97M-V functional and the def2-TZVPD basis.

Results
* HOMO: -9.1 eV
* gap between HOMO and LUMO: 9.56 eV

Geometry (Å):
C1 -1.54 -0.61 0.04
C2 -0.41 -0.91 0.95
C3 -1.81 0.86 0.03
C4 -3.11 1.07 0.65
C5 -3.35 -0.23 1.43
C6 1.20 0.07 -0.71
C7 1.74 -0.99 -1.71
C8 2.27 1.19 -0.66
C9 3.55 0.70 -0.05
H1 -2.57 -2.03 0.91
H2 -1.36 -1.06 -0.94
H3 -1.05 1.47 0.58
H4 -1.69 1.19 -1.00
H5 -3.25 1.99 1.26
H6 -3.90 1.15 -0.11
H7 -2.74 -0.13 2.35
H8 -4.39 -0.45 1.70
H9 1.60 -0.94 1.18
H10 0.32 0.47 -1.13
H11 1.88 1.95 -0.03
H12 2.40 1.59 -1.68
H13 5.33 1.18 0.06
H14 1.48 -2.69 -2.32
N1 -2.80 -1.18 0.45
N2 0.85 -0.57 0.56
O1 -0.66 -1.45 2.05
O2 2.56 -0.74 -2.55
O3 3.75 -0.34 0.51
O4 4.53 1.62 -0.26
O5 1.17 -2.18 -1.57

Mulliken population analysis, charges in e, atoms 1 to 6:
1. C 0.05
2. C 0.34
3. C -0.62
4. C -0.59
5. C -0.59
6. C 0.20

=====

Run ii
Below is C9H14N2O5 in the gas phase, with properties calculated with the ωB97M-V functional and the def2-TZVPD basis.

Results
* HOMO: -9.3 eV
* gap between HOMO and LUMO: 9.66 eV

Geometry (Å):
C1 0.64 -1.18 1.76
C2 -0.54 -0.75 0.91
C3 2.00 -0.80 1.14
C4 2.22 -1.14 -0.33
C5 -1.54 1.06 -0.33
C6 -1.39 0.52 -1.72
C7 -1.46 2.56 -0.32
C8 -0.91 2.92 1.06
C9 0.04 1.68 1.28
H1 0.62 -3.08 1.04
H2 -0.33 -2.88 2.45
H3 0.47 -0.66 2.70
H4 2.08 0.29 1.11
H5 2.81 -1.09 1.84
H6 2.54 -0.35 -1.94
H7 -2.55 0.81 -0.07
H8 -0.68 2.91 -1.03
H9 -2.35 3.15 -0.55
H10 -0.34 3.89 0.98
H11 -1.68 3.04 1.82
H12 0.29 1.41 2.32
H13 1.00 1.86 0.77
H14 -0.06 -0.02 -2.99
N1 0.56 -2.59 1.97
N2 -0.63 0.59 0.64
O1 -1.35 -1.53 0.44
O2 2.05 -2.26 -0.72
O3 2.26 -0.04 -1.07
O4 -2.29 0.52 -2.55
O5 -0.13 0.23 -2.03

Mulliken population analysis, charges in e, atoms 1 to 6:
1. C -0.51
2. C 0.71
3. C -0.83
4. C 0.50
5. C 0.23
6. C -0.01

=====

Sorted by energy, starting with the most stable: run i, run ii.

=====

Run i
Below is a 2-piece molecular cluster, C2H9N2S2 overall, with properties calculated with the ωB97M-V functional and the def2-TZVPD basis.

Results
* HOMO: -12.6 eV
* total charge: +1
* gap between HOMO and LUMO: 9.10 eV

Geometry (Å):
C1 -2.96 0.15 -0.97
S1 -1.63 0.06 0.28
S2 -0.09 1.14 -0.63
H1 -3.86 0.40 -0.40
H2 -2.78 0.94 -1.69
H3 -3.10 -0.83 -1.40
H4 -0.69 2.34 -0.55
N1 1.36 -1.70 0.58
C2 2.61 -1.33 0.70
N2 2.99 -0.08 0.81
H5 0.61 -1.02 0.43
H6 1.19 -2.67 0.39
H7 3.40 -2.06 0.65
H8 3.95 0.14 0.98
H9 2.34 0.70 0.69

Mulliken population analysis, charges in e, atoms 1 to 6:
1. C -0.71
2. S -0.04
3. S -0.34
4. H 0.29
5. H 0.31
6. H 0.27

=====

Run ii
Below is a 2-piece molecular cluster, C2H9N2S2 overall, with properties calculated with the ωB97M-V functional and the def2-TZVPD basis.

Results
* HOMO: -12.5 eV
* total charge: +1
* gap between HOMO and LUMO: 7.72 eV

Geometry (Å):
C1 -2.41 -1.33 -0.96
S1 -1.04 -0.24 -0.46
S2 0.25 -1.90 -0.30
H1 -2.34 -2.37 -0.50
H2 -3.32 -0.94 -0.64
H3 -2.53 -1.62 -1.98
H4 -0.30 -2.61 -1.40
N1 0.82 1.29 1.82
C2 1.88 1.43 1.00
N2 1.81 1.29 -0.37
H5 0.19 0.56 1.43
H6 0.53 2.09 2.44
H7 2.86 1.88 1.46
H8 1.15 0.56 -0.62
H9 2.45 1.89 -0.91

Mulliken population analysis, charges in e, atoms 1 to 6:
1. C -1.03
2. S -0.12
3. S -0.19
4. H 0.35
5. H 0.35
6. H 0.45

=====

Sorted by energy, starting with the most stable: run i, run ii.

=====

Run i
Below is C28H40CaIN2O2P4S2 as an isolated structure, with properties calculated with the ωB97M-V functional and the def2-TZVPD basis.

Results
* HOMO: -10.6 eV
* total charge: +1
* gap between HOMO and LUMO: 7.68 eV

Geometry (Å):
Ca1 -0.50 0.34 0.53
C1 5.14 2.25 -2.07
P1 3.60 2.11 -1.09
C2 4.30 1.74 0.56
C3 3.22 3.89 -0.86
C4 2.12 4.17 0.16
P2 0.52 3.26 -0.03
C5 -0.55 4.40 0.93
C6 0.08 3.72 -1.75
H1 5.57 1.26 -2.22
H2 5.88 2.89 -1.58
H3 4.91 2.67 -3.05
H4 4.96 2.54 0.91
H5 4.88 0.82 0.52
H6 3.51 1.60 1.30
H7 2.94 4.29 -1.83
H8 4.12 4.41 -0.54
H9 1.85 5.23 0.12
H10 2.48 3.98 1.17
H11 -0.31 5.44 0.68
H12 -0.42 4.24 2.00
H13 -1.60 4.22 0.69
H14 0.24 4.79 -1.91
H15 -0.97 3.49 -1.95
H16 0.68 3.15 -2.46
C7 -2.35 -1.75 3.26
P3 -1.53 -2.24 1.69
C8 -2.95 -2.50 0.54
C9 -1.09 -4.00 2.01
C10 -2.03 -4.75 2.73
C11 -1.86 -6.11 2.94
C12 -0.75 -6.75 2.41
C13 0.19 -6.02 1.70
C14 0.04 -4.64 1.50
P4 1.35 -3.69 0.63
C15 2.86 -4.65 1.01
C16 1.07 -4.19 -1.11
H17 -3.38 -2.10 3.32
H18 -2.37 -0.67 3.36
H19 -1.78 -2.16 4.10
H20 -3.54 -3.36 0.87
H21 -2.57 -2.71 -0.46
H22 -3.59 -1.62 0.49
H23 -2.91 -4.28 3.13
H24 -2.60 -6.66 3.50
H25 -0.61 -7.81 2.56
H26 1.06 -6.52 1.31
H27 2.84 -5.67 0.60
H28 3.00 -4.71 2.09
H29 3.72 -4.13 0.59
H30 1.00 -5.28 -1.21
H31 1.90 -3.84 -1.72
H32 0.15 -3.75 -1.49
O1 -1.84 1.64 1.76
S1 -3.05 1.37 0.93
O2 -4.01 0.52 1.57
N1 -2.44 0.80 -0.47
C17 -2.98 1.46 -1.56
S2 -2.66 1.10 -3.11
C18 -3.80 2.63 -1.11
C19 -4.50 3.53 -1.89
C20 -5.21 4.54 -1.26
C21 -5.24 4.65 0.13
C22 -4.56 3.74 0.93
C23 -3.84 2.76 0.27
H33 -4.48 3.44 -2.97
H34 -5.77 5.26 -1.85
H35 -5.82 5.44 0.60
H36 -4.59 3.80 2.01
I1 5.18 -1.97 -0.98
C24 3.30 -1.34 -1.57
C25 2.94 -1.33 -2.91
C26 1.68 -0.89 -3.25
C27 0.82 -0.48 -2.25
N2 1.16 -0.49 -0.95
C28 2.39 -0.91 -0.63
H37 3.64 -1.67 -3.67
H38 1.35 -0.87 -4.28
H39 -0.18 -0.13 -2.50
H40 2.64 -0.93 0.42

Mulliken population analysis, charges in e, atoms 1 to 6:
1. Ca 1.74
2. C -1.34
3. P 0.85
4. C -1.31
5. C -1.24
6. C -1.07

=====

Run ii
Below is C28H40CaIN2O2P4S2 as an isolated structure, with properties calculated with the ωB97M-V functional and the def2-TZVPD basis.

Results
* HOMO: -10.8 eV
* total charge: +1
* gap between HOMO and LUMO: 8.22 eV

Geometry (Å):
Ca1 0.02 0.47 0.40
C1 1.39 -4.05 -4.28
P1 1.01 -3.06 -2.79
C2 -0.82 -3.26 -2.74
C3 1.48 -4.29 -1.52
C4 1.05 -3.94 -0.10
P2 1.53 -2.27 0.52
C5 1.70 -2.65 2.30
C6 3.28 -2.11 0.02
H1 1.05 -3.53 -5.17
H2 0.92 -5.04 -4.25
H3 2.47 -4.19 -4.37
H4 -1.12 -4.31 -2.73
H5 -1.26 -2.78 -3.62
H6 -1.23 -2.77 -1.85
H7 2.57 -4.38 -1.56
H8 1.07 -5.27 -1.78
H9 1.50 -4.66 0.59
H10 -0.03 -4.03 0.01
H11 2.33 -3.53 2.45
H12 0.72 -2.82 2.75
H13 2.16 -1.81 2.82
H14 3.85 -3.01 0.28
H15 3.71 -1.25 0.53
H16 3.34 -1.93 -1.06
C7 -2.44 1.86 3.43
P3 -2.07 2.33 1.70
C8 -1.49 4.05 1.91
C9 -3.74 2.44 1.00
C10 -4.73 3.14 1.68
C11 -6.05 3.14 1.24
C12 -6.38 2.42 0.11
C13 -5.40 1.73 -0.59
C14 -4.08 1.73 -0.17
P4 -2.76 0.99 -1.20
C15 -3.69 -0.16 -2.29
C16 -2.53 2.42 -2.34
H17 -2.81 2.71 3.99
H18 -1.55 1.47 3.91
H19 -3.21 1.08 3.43
H20 -2.20 4.67 2.45
H21 -1.28 4.51 0.95
H22 -0.57 4.01 2.48
H23 -4.48 3.68 2.59
H24 -6.80 3.68 1.79
H25 -7.40 2.40 -0.25
H26 -5.69 1.20 -1.49
H27 -4.44 0.36 -2.90
H28 -4.18 -0.93 -1.70
H29 -2.99 -0.65 -2.96
H30 -3.50 2.78 -2.66
H31 -1.95 2.15 -3.23
H32 -2.00 3.22 -1.82
O1 0.31 0.15 2.81
S1 1.29 1.20 3.09
O2 0.81 2.30 3.87
N1 1.85 1.60 1.61
C17 3.20 1.46 1.54
S2 4.16 1.84 0.26
C18 3.77 0.86 2.79
C19 5.09 0.53 3.06
C20 5.38 -0.06 4.29
C21 4.38 -0.31 5.23
C22 3.06 0.02 4.97
C23 2.79 0.59 3.73
H33 5.85 0.73 2.33
H34 6.40 -0.33 4.52
H35 4.64 -0.77 6.17
H36 2.28 -0.15 5.69
I1 -0.75 -0.42 -6.02
C24 0.41 0.30 -4.45
C25 1.65 0.89 -4.65
C26 2.33 1.35 -3.54
C27 1.75 1.24 -2.29
N2 0.56 0.67 -2.09
C28 -0.08 0.19 -3.16
H37 2.06 0.99 -5.64
H38 3.30 1.82 -3.63
H39 2.27 1.63 -1.42
H40 -1.03 -0.29 -2.97

Mulliken population analysis, charges in e, atoms 1 to 6:
1. Ca 1.37
2. C -1.30
3. P 0.67
4. C -1.26
5. C -1.26
6. C -1.01

=====

Sorted by energy, starting with the most stable: run ii, run i.

=====

Run i
Below is CH2N2O2S2 as an isolated structure, with properties calculated with the ωB97M-V functional and the def2-TZVPD basis.

Results
* HOMO: -9.7 eV
* gap between HOMO and LUMO: 7.98 eV

Geometry (Å):
C1 0.59 -0.18 0.43
N1 -0.19 -0.73 -1.42
N2 -1.25 -0.04 -1.54
O1 -1.56 0.80 -0.70
O2 -1.89 -0.22 -2.56
S1 1.97 -0.99 0.64
S2 -0.20 1.17 0.92
H1 2.01 -0.86 2.06
H2 0.52 1.04 2.17

Mulliken population analysis, charges in e, atoms 1 to 6:
1. C 0.36
2. N -0.62
3. N 1.29
4. O -0.67
5. O -0.66
6. S -0.08

=====

Run ii
Below is CH2N2O2S2 in the gas phase, with properties calculated with the ωB97M-V functional and the def2-TZVPD basis.

Results
* HOMO: -11.0 eV
* gap between HOMO and LUMO: 9.63 eV

Geometry (Å):
C1 -1.22 3.31 -1.56
N1 -1.75 3.77 -2.44
N2 0.02 -0.31 -0.32
O1 -2.34 0.58 -0.31
O2 -1.01 0.71 -2.35
S1 -0.34 2.76 -0.13
S2 -1.07 0.88 -0.95
H1 0.00 -0.15 0.63
H2 1.08 -0.15 -0.66

Mulliken population analysis, charges in e, atoms 1 to 6:
1. C 0.35
2. N -0.33
3. N -0.58
4. O -0.50
5. O -0.49
6. S -0.06

=====

Sorted by energy, starting with the most stable: run ii, run i.

=====

Run i
Below is CH2O5 in the gas phase, with properties calculated with the ωB97M-V functional and the def2-TZVPD basis.

Results
* HOMO: -10.9 eV
* gap between HOMO and LUMO: 11.22 eV

Geometry (Å):
C1 -0.02 -0.11 0.27
O1 -0.09 -0.82 1.17
O2 0.18 1.93 1.40
O3 0.09 -1.85 -1.38
O4 0.11 1.18 0.16
O5 -0.05 -0.49 -1.09
H1 -0.74 2.10 1.64
H2 0.51 -1.95 -2.17

Mulliken population analysis, charges in e, atoms 1 to 6:
1. C 0.63
2. O -0.39
3. O -0.28
4. O -0.31
5. O -0.16
6. O -0.16

=====

Run ii
Below is a 2-piece molecular cluster, CH2O5 overall, with properties calculated with the ωB97M-V functional and the def2-TZVPD basis.

Results
* HOMO (spin up / spin down): -10.4 / -10.6 eV
* gap between HOMO and LUMO (spin up / spin down): 7.51 / 8.96 eV

Geometry (Å):
C1 -0.24 -0.87 -0.23
O1 1.03 0.72 1.15
O2 -0.73 0.23 0.20
O3 1.43 1.71 0.40
O4 -1.11 -1.65 -0.92
O5 0.88 -1.32 0.02
H1 0.69 2.35 0.38
H2 -1.95 -1.17 -0.99

Mulliken population analysis, charges in e, atoms 1 to 6:
1. C 0.83
2. O -0.08
3. O -0.37
4. O -0.14
5. O -0.43
6. O -0.51

=====

Sorted by energy, starting with the most stable: run i, run ii.

=====

Run i
Below is C2H4N2OS2 in the gas phase, with properties calculated with the ωB97M-V functional and the def2-TZVPD basis.

Results
* HOMO: -8.8 eV
* gap between HOMO and LUMO: 9.13 eV

Geometry (Å):
C1 -0.05 -0.82 0.76
C2 -1.60 0.79 -0.14
H1 2.37 -1.72 -0.70
H2 -0.89 -1.10 1.39
H3 1.47 1.43 -0.94
H4 -1.68 1.80 -0.57
N1 0.92 -1.52 0.40
N2 -0.31 0.53 0.19
O1 1.78 -0.98 -0.56
S1 0.90 1.75 0.24
S2 -2.91 -0.17 -0.06

Mulliken population analysis, charges in e, atoms 1 to 6:
1. C 0.04
2. C -0.04
3. H 0.36
4. H 0.35
5. H 0.16
6. H 0.30

=====

Run ii
Below is a 2-piece molecular cluster, C2H4N2OS2 overall, with properties calculated with the ωB97M-V functional and the def2-TZVPD basis.

Results
* HOMO: -8.5 eV
* gap between HOMO and LUMO: 8.44 eV

Geometry (Å):
C1 0.68 0.09 0.14
C2 -1.67 -0.76 -0.88
H1 1.83 -0.01 2.35
H2 2.21 -1.21 0.40
H3 -2.24 -0.41 -1.74
H4 -2.28 -1.64 -0.59
N1 2.11 -0.07 0.31
N2 -0.24 0.49 1.00
O1 2.49 0.74 1.46
S1 -1.76 0.65 0.32
S2 0.09 -0.75 -1.38

Mulliken population analysis, charges in e, atoms 1 to 6:
1. C 0.48
2. C -0.53
3. H 0.37
4. H 0.32
5. H 0.28
6. H 0.35

=====

Sorted by energy, starting with the most stable: run i, run ii.

=====

Run i
Below is C2H4N2OS2 as an isolated structure, with properties calculated with the ωB97M-V functional and the def2-TZVPD basis.

Results
* HOMO: -8.4 eV
* gap between HOMO and LUMO: 8.38 eV

Geometry (Å):
C1 -0.66 0.86 1.59
C2 -0.17 -0.56 -1.79
H1 0.84 1.26 3.16
H2 -1.22 1.21 3.48
H3 -1.50 0.24 -0.54
H4 -1.10 -0.67 -2.32
N1 -0.36 0.96 2.86
N2 -0.27 0.17 -0.71
O1 -1.72 1.25 1.31
S1 0.55 0.19 0.72
S2 1.09 -1.55 -2.47

Mulliken population analysis, charges in e, atoms 1 to 6:
1. C 0.67
2. C -0.10
3. H 0.30
4. H 0.27
5. H 0.35
6. H 0.23

=====

Run ii
Below is C2H4N2OS2 in the gas phase, with properties calculated with the ωB97M-V functional and the def2-TZVPD basis.

Results
* HOMO: -9.2 eV
* gap between HOMO and LUMO: 8.64 eV

Geometry (Å):
C1 0.78 -0.46 -0.02
C2 -1.29 0.86 -0.13
H1 0.48 -2.48 -0.15
H2 -1.06 -1.85 -0.06
H3 1.83 1.48 0.31
H4 -1.60 1.96 -0.11
N1 0.01 -1.61 0.17
N2 0.06 0.78 0.20
O1 0.88 1.91 -0.02
S1 2.39 -0.37 -0.12
S2 -2.49 -0.22 -0.08

Mulliken population analysis, charges in e, atoms 1 to 6:
1. C 0.39
2. C -0.03
3. H 0.28
4. H 0.24
5. H 0.32
6. H 0.29

=====

Run iii
Below is C2H4N2OS2 in the gas phase, with properties calculated with the ωB97M-V functional and the def2-TZVPD basis.

Results
* HOMO: -8.7 eV
* gap between HOMO and LUMO: 9.04 eV

Geometry (Å):
C1 -0.48 -0.38 0.42
C2 1.64 0.93 0.20
H1 -2.57 -1.37 -0.67
H2 0.01 0.36 -1.39
H3 0.84 0.04 1.89
H4 2.46 1.27 0.84
N1 -0.70 -0.21 -0.89
N2 0.70 0.21 0.90
O1 1.61 1.16 -0.99
S1 -2.05 -0.80 -1.77
S2 -1.46 -1.20 1.47

Mulliken population analysis, charges in e, atoms 1 to 6:
1. C 0.45
2. C 0.13
3. H 0.10
4. H 0.39
5. H 0.19
6. H 0.38

=====

Sorted by energy, starting with the most stable: run iii, run ii, run i.

=====

Run i
Below is C4H11Br2N3O2 as an isolated structure, with properties calculated with the ωB97M-V functional and the def2-TZVPD basis.

Results
* HOMO (spin up / spin down): -8.5 / -8.7 eV
* gap between HOMO and LUMO (spin up / spin down): 7.13 / 7.20 eV

Geometry (Å):
C1 0.58 -0.87 1.97
C2 -1.72 1.02 1.20
C3 0.35 -0.16 0.56
C4 0.87 -0.56 -1.73
N1 0.91 -0.92 -0.48
N2 1.85 0.74 -2.17
N3 -1.14 0.03 0.31
O1 3.03 0.71 -1.96
O2 -0.48 0.00 -2.20
Br1 -0.22 -3.10 -0.21
Br2 0.82 2.52 -1.30
H1 -0.41 -1.18 2.25
H2 1.17 -1.76 2.03
H3 1.06 -0.02 2.61
H4 -1.31 2.01 1.05
H5 -2.75 1.12 0.93
H6 -1.70 0.68 2.30
H7 0.76 0.87 0.62
H8 1.29 -1.25 -2.46
H9 -1.58 -0.82 0.50
H10 -1.05 0.30 -0.80
H11 -0.31 0.62 -3.01

Mulliken population analysis, charges in e, atoms 1 to 6:
1. C -1.24
2. C -0.90
3. C -0.11
4. C 0.18
5. N -0.52
6. N 0.06

=====

Run ii
Below is a 3-piece molecular cluster, C4H11Br2N3O2 overall, with properties calculated with the ωB97M-V functional and the def2-TZVPD basis.

Results
* HOMO: -8.4 eV
* gap between HOMO and LUMO: 7.52 eV

Geometry (Å):
C1 -0.40 -3.37 -2.23
C2 -0.28 2.22 2.50
C3 -1.67 -2.58 -2.25
C4 -3.24 0.40 -1.88
N1 -2.23 -1.94 -1.34
N2 -2.87 0.88 -0.70
N3 1.19 2.26 2.79
O1 -1.78 1.41 -0.44
O2 -4.51 0.03 -2.06
Br1 -1.81 -1.98 0.42
Br2 -4.43 0.97 0.63
H1 0.33 -2.93 -2.87
H2 0.04 -3.42 -1.13
H3 -0.57 -4.37 -2.62
H4 -0.69 1.67 3.26
H5 -0.65 3.21 2.47
H6 -0.58 1.83 1.58
H7 -1.94 -2.53 -3.26
H8 -2.50 0.50 -2.60
H9 1.60 1.45 3.19
H10 1.76 2.69 2.09
H11 -4.81 0.06 -1.20

Mulliken population analysis, charges in e, atoms 1 to 6:
1. C -1.01
2. C -0.61
3. C 0.21
4. C 0.04
5. N -0.36
6. N 0.27

=====

Sorted by energy, starting with the most stable: run i, run ii.